Formula: C17H37Cl8N3O12
Source: the Open Molecules 2025 dataset
Level of theory: wB97M-V/def2-TZVPD

CARTESIAN COORDINATES (ANGSTROEM)
Cl1 -0.0990 -0.8637 -6.1291
C1 -0.9644 0.4568 -5.2023
C2 -2.5434 0.2296 -5.1665
Cl2 -3.3151 1.2327 -3.9327
H1 -0.6532 1.4724 -5.4470
H2 -0.5090 0.3222 -4.2212
H3 -2.8274 -0.7963 -4.9321
H4 -2.9624 0.4092 -6.1566
Cl3 3.5606 -2.9595 1.2976
C3 2.8218 -1.8423 0.0896
C4 3.3832 -1.6929 -1.3100
Cl4 2.1839 -0.7951 -2.3759
H5 2.6988 -0.8400 0.4998
H6 1.7883 -2.1437 -0.0815
H7 3.6160 -2.6954 -1.6691
H8 4.2829 -1.0923 -1.4437
Cl5 -1.5719 1.0501 -1.1673
C5 -1.5159 -0.7627 -1.2894
C6 -1.6264 -1.4007 0.1178
Cl6 -0.4773 -0.8218 1.2909
H9 -0.5622 -1.0057 -1.7580
H10 -2.2890 -1.1052 -1.9771
H11 -1.4634 -2.4707 -0.0110
H12 -2.5732 -1.2725 0.6425
Cl7 -1.5349 5.3128 3.4631
C7 -0.6334 4.1049 2.4505
C8 -1.0359 2.6650 2.7143
Cl8 -2.5627 2.0601 1.9569
H13 0.3507 4.4402 2.7779
H14 -0.7230 4.3939 1.4033
H15 -1.1325 2.4399 3.7764
H16 -0.2922 1.9923 2.2870
C9 0.5820 -3.6113 -4.1503
N1 -0.1238 -3.5522 -2.9265
O1 -1.2746 -3.2955 -2.9493
O2 0.5873 -3.5565 -1.9539
H17 1.2104 -4.5017 -4.1277
H18 1.3419 -2.8315 -4.2011
H19 -0.0838 -3.6353 -5.0130
C10 1.0522 -5.6820 0.1829
N2 -0.2748 -5.6247 0.7897
O3 -1.2647 -5.1884 0.2563
O4 -0.4135 -6.2350 1.8779
H20 0.9057 -5.8579 -0.8828
H21 1.4562 -6.5955 0.6191
H22 1.5908 -4.7735 0.4522
C11 -6.3824 0.5966 -1.1004
N3 -5.5391 -0.5199 -1.6264
O5 -5.6007 -0.6429 -2.8572
O6 -4.8104 -1.1107 -0.7849
H23 -7.1140 0.0790 -0.4799
H24 -6.8620 1.2484 -1.8306
H25 -5.7939 1.2225 -0.4297
C12 0.3759 3.1772 6.4626
O7 0.4738 2.2208 5.4641
C13 1.5549 1.7032 5.0769
O8 2.6999 2.1758 5.1776
O9 1.3067 0.6968 4.1960
C14 2.2941 -0.2678 3.6332
H26 1.0225 2.9383 7.3069
H27 -0.6086 3.1572 6.9300
H28 0.5413 4.2028 6.1328
H29 3.1806 0.2088 3.2150
H30 1.8532 -1.0228 2.9822
H31 2.6463 -0.8988 4.4492
C15 1.1724 2.7903 -1.9994
O10 1.3550 3.3442 -0.6296
C16 2.3079 2.9329 0.1454
O11 3.1227 2.0803 -0.2257
O12 2.2852 3.7026 1.2108
C17 3.5584 3.7710 1.9276
H32 1.7746 3.1815 -2.8194
H33 0.1233 2.9894 -2.2180
H34 1.3098 1.7090 -1.9849
H35 3.6189 4.5158 2.7211
H36 4.3125 3.9736 1.1670
H37 3.7114 2.7645 2.3171

Its HOMO-LUMO gap (alpha / beta) is 2.82 / 7.09 eV. Its expectation value of S² is 0.7530. The charge is -1. The multiplicity is 2. The LUMO energy (alpha / beta) is 2.103 / 2.104 eV. As for the total energy: -147439.116 eV.

***

Formula: C3H8N2
Source: the Open Molecules 2025 dataset
Level of theory: wB97M-V/def2-TZVPD

CARTESIAN COORDINATES (ANGSTROEM)
C1 0.2911 1.2783 -0.0298
C2 1.4261 -0.9855 0.0190
C3 -2.1164 -0.3337 -0.0199
H1 1.4019 1.3614 -0.2593
H2 0.0610 1.5693 1.0819
H3 -0.2428 1.8757 -0.8879
H4 1.7805 -1.3903 -1.0511
H5 2.2212 -0.2796 0.5644
H6 1.1750 -1.8808 0.7309
H7 -2.2395 0.7524 0.0473
H8 -2.9785 -0.9318 0.2516
N1 0.1672 -0.1491 -0.2765
N2 -0.9469 -0.8863 -0.1705

Its HOMO-LUMO gap is 9.15 eV. The LUMO energy is 1.008 eV. As for the total energy: -6218.075 eV. As for the SMILES: C=NN(C)C.

***

Formula: C66H85BFN13O8P
Source: the Open Molecules 2025 dataset
Level of theory: wB97M-V/def2-TZVPD

CARTESIAN COORDINATES (ANGSTROEM)
C1 1.0275 5.4272 0.1900
C2 0.3840 4.2581 -0.5427
O1 1.3277 3.2406 -0.7554
C3 1.0054 2.4243 -1.8774
C4 1.9119 1.2061 -1.9668
B1 2.2095 0.1763 -0.7234
C5 3.4806 -0.7862 -1.1386
C6 3.4844 -1.3712 -2.5631
C7 4.3264 -0.5921 -3.5655
C8 5.7989 -0.4674 -3.3284
O2 6.5201 0.2530 -3.9184
O3 6.2740 -1.3142 -2.4104
O4 1.0117 -0.6190 -0.2682
C9 0.6097 -0.2185 1.0253
C10 -0.4979 0.8343 0.8745
C11 -1.6917 0.3575 0.0589
F1 -1.4814 0.5034 -1.3206
C12 0.0551 -1.4531 1.7704
C13 -0.7687 -1.1667 3.0301
O5 -2.1676 -1.1547 2.6861
C14 -0.4910 -2.2064 4.0983
N1 -1.3182 -2.0198 5.3112
C15 1.9325 0.3916 1.6325
C16 2.8114 -0.6936 2.3208
N2 4.2127 -0.2648 2.4550
P1 1.8766 1.7224 2.9040
N3 1.7213 1.2402 4.3874
O6 0.8294 2.8683 2.4628
O7 3.2880 2.3650 2.5457
O8 2.5955 0.9475 0.5427
H1 1.4827 6.1052 -0.5370
H2 0.2569 5.9825 0.7389
H3 1.7885 5.0702 0.8896
H4 -0.4837 3.8551 0.0079
H5 0.0055 4.6234 -1.5159
H6 1.1238 3.0482 -2.7850
H7 -0.0538 2.1353 -1.8284
H8 1.5010 0.5993 -2.7919
H9 2.8943 1.5731 -2.3066
H10 4.3648 -0.1439 -0.9978
H11 3.5569 -1.6088 -0.4141
H12 2.4695 -1.4130 -2.9779
H13 3.8494 -2.4077 -2.5713
H14 3.9551 0.4340 -3.6775
H15 4.2629 -1.0486 -4.5648
H16 7.2253 -1.1026 -2.3399
H17 -0.0637 1.7032 0.3710
H18 -0.8718 1.2010 1.8354
H19 -1.9383 -0.6927 0.2287
H20 -2.5771 0.9618 0.2980
H21 -0.5621 -2.0134 1.0629
H22 0.8488 -2.1432 2.0366
H23 -0.4910 -0.1867 3.4488
H24 -2.5799 -0.3406 3.0057
H25 -0.6869 -3.2122 3.7074
H26 0.5719 -2.1323 4.3626
H27 -1.5437 -1.0340 5.4203
H28 -0.7647 -2.2589 6.1268
H29 2.7627 -1.5794 1.6835
H30 2.3810 -0.9403 3.2984
H31 4.8234 -1.0756 2.4234
H32 4.3587 0.1532 3.3707
H33 0.9434 1.6890 4.8599
H34 0.8744 3.6147 3.0842
H35 3.6004 1.9472 1.7058
N4 -3.9445 5.1700 -2.8187
C17 -5.1330 4.7767 -3.2735
C18 -5.5433 3.4523 -3.3120
C19 -4.6674 2.4802 -2.8518
C20 -3.4249 2.8681 -2.3752
C21 -3.1172 4.2219 -2.3803
H36 -5.7941 5.5640 -3.6217
H37 -6.5267 3.1919 -3.6778
H38 -4.9497 1.4345 -2.8619
H39 -2.7078 2.1458 -2.0098
H40 -2.1527 4.5567 -2.0129
N5 3.2164 -3.4487 -5.3143
C22 3.9154 -4.5184 -4.9462
C23 4.5095 -5.3905 -5.8480
C24 4.3705 -5.1371 -7.2034
C25 3.6513 -4.0203 -7.5986
C26 3.0990 -3.2088 -6.6176
H41 4.0123 -4.6760 -3.8782
H42 5.0708 -6.2432 -5.4900
H43 4.8201 -5.7933 -7.9378
H44 3.5214 -3.7760 -8.6443
H45 2.5361 -2.3221 -6.8898
N6 -5.8099 -2.8552 0.7368
C27 -4.5130 -2.6300 0.9460
C28 -3.5069 -3.0948 0.1085
C29 -3.8613 -3.8302 -1.0092
C30 -5.2086 -4.0685 -1.2419
C31 -6.1359 -3.5610 -0.3447
H46 -4.2471 -2.0607 1.8280
H47 -2.4723 -2.8806 0.3438
H48 -3.1043 -4.2120 -1.6825
H49 -5.5387 -4.6395 -2.1003
H50 -7.1973 -3.7294 -0.5014
N7 0.7600 -4.2920 0.5753
C32 1.2281 -5.5019 0.8678
C33 1.5661 -6.4363 -0.1003
C34 1.4165 -6.0874 -1.4338
C35 0.9580 -4.8169 -1.7473
C36 0.6425 -3.9526 -0.7061
H51 1.3268 -5.7321 1.9243
H52 1.9344 -7.4122 0.1884
H53 1.6668 -6.7919 -2.2176
H54 0.8542 -4.4873 -2.7735
H55 0.3082 -2.9372 -0.9021
N8 -4.5962 -8.4015 -0.0433
C37 -4.9662 -9.6367 -0.3715
C38 -6.2512 -9.9739 -0.7715
C39 -7.2068 -8.9719 -0.8336
C40 -6.8350 -7.6816 -0.4937
C41 -5.5226 -7.4470 -0.1067
H56 -4.1945 -10.3970 -0.3114
H57 -6.4918 -10.9972 -1.0268
H58 -8.2214 -9.1932 -1.1398
H59 -7.5435 -6.8645 -0.5235
H60 -5.2034 -6.4481 0.1663
N9 -8.7729 2.8687 -2.4493
C42 -8.5083 3.1809 -1.1834
C43 -9.3481 3.9574 -0.3980
C44 -10.5226 4.4346 -0.9569
C45 -10.8081 4.1162 -2.2755
C46 -9.9031 3.3326 -2.9763
H61 -7.5768 2.7967 -0.7824
H62 -9.0804 4.1809 0.6256
H63 -11.2020 5.0456 -0.3764
H64 -11.7109 4.4683 -2.7562
H65 -10.0931 3.0665 -4.0106
N10 4.6560 1.1747 7.6642
C47 4.8891 1.5047 8.9322
C48 4.0156 2.2501 9.7093
C49 2.8288 2.6786 9.1338
C50 2.5757 2.3426 7.8156
C51 3.5120 1.5908 7.1159
H66 5.8273 1.1544 9.3513
H67 4.2620 2.4859 10.7362
H68 2.1177 3.2634 9.7042
H69 1.6659 2.6524 7.3190
H70 3.3165 1.3215 6.0836
N11 3.9959 6.0248 -2.0018
C52 4.2881 4.8105 -1.5398
C53 4.5475 3.7193 -2.3574
C54 4.4976 3.8921 -3.7289
C55 4.1928 5.1518 -4.2257
C56 3.9547 6.1782 -3.3245
H71 4.2902 4.6942 -0.4621
H72 4.7669 2.7547 -1.9199
H73 4.6866 3.0594 -4.3950
H74 4.1368 5.3374 -5.2904
H75 3.7121 7.1747 -3.6808
N12 -1.3066 8.8085 -1.0980
C57 -0.5995 9.9359 -1.1028
C58 0.2012 10.3373 -2.1617
C59 0.2723 9.5218 -3.2803
C60 -0.4590 8.3461 -3.2895
C61 -1.2312 8.0341 -2.1791
H76 -0.6732 10.5487 -0.2104
H77 0.7572 11.2636 -2.1044
H78 0.8902 9.7956 -4.1261
H79 -0.4324 7.6720 -4.1349
H80 -1.8173 7.1214 -2.1582
N13 2.3868 -4.7435 4.3921
C62 3.2696 -3.7499 4.3398
C63 4.2964 -3.5900 5.2596
C64 4.4123 -4.5125 6.2867
C65 3.4998 -5.5547 6.3496
C66 2.5084 -5.6248 5.3813
H81 3.1411 -3.0435 3.5287
H82 4.9785 -2.7550 5.1722
H83 5.1968 -4.4179 7.0267
H84 3.5474 -6.2972 7.1350
H85 1.7729 -6.4223 5.4044

Its HOMO-LUMO gap is 7.10 eV. The charge is -1. The LUMO energy is 2.110 eV. As for the total energy: -118258.687 eV.